A molecular structure, C27H41F5N5O4RbSTe. Source: the OMol25 dataset; level of theory: ωB97M-V with the def2-TZVPD basis set.

```
! wB97M-V def2-TZVPD RIJCOSX def2/J DEFGRID3
* xyz -2 1
Rb 0.778 1.152 1.820
C -0.428 -1.641 -0.438
C -0.441 -2.623 0.737
N 0.222 -2.097 1.927
C 1.245 -2.955 2.517
C 2.682 -2.467 2.225
N 2.942 -1.997 0.874
C 2.654 -2.920 -0.214
C 1.797 -2.222 -1.310
N 0.920 -1.206 -0.757
H -0.918 -2.123 -1.299
H -1.015 -0.758 -0.177
H -1.484 -2.883 0.953
H 0.056 -3.543 0.414
H -0.482 -1.919 2.640
H 1.108 -2.972 3.602
H 1.130 -3.992 2.173
H 2.895 -1.621 2.884
H 3.390 -3.269 2.475
H 2.322 -1.204 0.718
H 3.595 -3.260 -0.664
H 2.140 -3.819 0.145
H 2.462 -1.733 -2.023
H 1.229 -2.991 -1.853
H 0.904 -0.392 -1.367
N -1.710 3.802 0.989
C -0.664 4.076 0.005
C 0.697 3.623 0.564
O 0.846 3.680 1.803
O 1.558 3.234 -0.264
H -2.503 4.417 0.873
H -1.305 3.981 1.904
H -0.556 5.145 -0.232
H -0.865 3.546 -0.928
F -1.265 2.345 7.975
C -1.431 1.239 7.227
C -1.114 1.238 5.883
F -0.636 2.354 5.316
C -1.287 0.098 5.127
F -0.986 0.204 3.819
C -1.761 -1.121 5.648
S -1.947 -2.524 4.700
C -2.079 -1.063 7.019
F -2.560 -2.151 7.630
C -1.922 0.072 7.785
F -2.243 0.059 9.091
O 1.478 1.368 -2.358
H 1.500 2.089 -1.694
H 0.585 1.428 -2.747
C 4.577 3.902 0.267
N 4.261 3.132 1.463
C 3.894 3.913 2.635
C 3.884 1.826 1.392
C 4.174 1.102 0.101
O 3.396 1.231 2.355
H 4.798 4.925 0.567
H 3.728 3.902 -0.417
H 5.456 3.506 -0.245
H 3.165 4.677 2.367
H 4.785 4.375 3.072
H 3.433 3.254 3.362
H 5.106 1.429 -0.357
H 3.361 1.294 -0.604
H 4.207 0.035 0.312
C -4.690 -3.333 -6.879
C -4.021 -2.330 -5.974
C -3.000 -1.510 -6.432
C -2.406 -0.551 -5.618
C -1.296 0.290 -6.186
C -2.834 -0.369 -4.287
Te -2.023 1.131 -3.063
C -3.854 -1.225 -3.814
C -4.343 -1.133 -2.395
C -4.422 -2.175 -4.653
H -4.125 -3.458 -7.804
H -5.701 -3.008 -7.144
H -4.777 -4.309 -6.396
H -2.654 -1.621 -7.457
H -1.097 0.033 -7.230
H -0.379 0.158 -5.609
H -1.550 1.350 -6.121
H -3.559 -1.435 -1.696
H -5.217 -1.771 -2.240
H -4.599 -0.103 -2.145
H -5.210 -2.817 -4.264
*
```

Properties
LUMO energy in eV: 3.6
Frontier orbital gap in eV: 5.19
Relative energy (zero: lowest compared OMol25 entry of this formula, charge and spin) in kJ/mol: 0.0

3 unconnected molecules or ions with the total composition C2H9NO2. Source: the OMol25 dataset; level of theory: ωB97M-V with the def2-TZVPD basis set.

```
! wB97M-V def2-TZVPD RIJCOSX def2/J DEFGRID3
* xyz 0 1
C 0.326 -0.912 0.924
C 0.536 -0.357 -0.274
N 1.478 0.679 -0.471
H 0.809 -0.611 1.841
H -0.267 -1.820 0.929
H 0.493 -0.951 -1.181
H 1.563 1.369 0.262
H 1.299 1.156 -1.345
O -3.841 -3.916 -1.214
H -3.000 -3.542 -1.497
H -3.955 -3.573 -0.319
O 1.807 4.133 1.015
H 1.583 4.631 1.804
H 2.522 4.555 0.538
*
```

Properties
SMILES string: C=CN.O.O
LUMO energy in eV: 0.7
Frontier orbital gap in eV: 9.01
Relative energy (zero: lowest compared OMol25 entry of this formula, charge and spin) in kJ/mol: 73.8

9 unconnected molecules or ions with the total composition C48H121N7O16. Source: the OMol25 dataset; level of theory: ωB97M-V with the def2-TZVPD basis set.

```
! wB97M-V def2-TZVPD RIJCOSX def2/J DEFGRID3
* xyz 0 1
C -3.009 -0.631 0.878
O -2.094 -0.033 -0.052
C -1.740 -0.970 -1.117
C -0.897 -0.241 -2.123
N 0.291 0.421 -1.474
C 0.989 1.408 -2.250
C 2.203 1.936 -1.493
O 1.753 2.604 -0.316
C 2.770 3.281 0.332
H -3.165 0.070 1.698
H -2.550 -1.486 1.375
H -3.967 -0.909 0.438
H -2.594 -1.457 -1.589
H -1.125 -1.816 -0.810
H -1.480 0.594 -2.510
H -0.636 -0.925 -2.931
H -0.085 0.890 -0.663
H 0.245 2.167 -2.496
H 1.341 1.118 -3.240
H 2.592 2.651 -2.218
H 2.846 1.117 -1.170
H 3.267 4.065 -0.240
H 3.561 2.719 0.828
H 2.373 3.967 1.080
C -6.802 1.453 -5.339
O -7.708 2.182 -4.527
C -8.879 1.531 -4.074
C -9.700 2.371 -3.018
N -9.076 2.865 -1.783
C -8.386 1.818 -1.005
C -8.227 2.246 0.465
O -7.386 3.445 0.403
C -7.488 4.249 1.587
H -6.626 0.478 -4.885
H -5.866 1.997 -5.470
H -7.209 1.184 -6.314
H -8.589 0.584 -3.618
H -9.432 1.181 -4.946
H -10.676 1.924 -2.830
H -10.018 3.331 -3.425
H -8.409 3.617 -1.884
H -7.349 1.741 -1.332
H -8.657 0.772 -1.150
H -7.694 1.480 1.028
H -9.222 2.450 0.862
H -8.536 4.409 1.839
H -6.830 5.117 1.560
H -7.024 3.708 2.412
C 3.620 -2.921 -5.473
O 3.614 -4.341 -5.231
C 2.483 -4.882 -5.954
C 2.263 -6.328 -5.588
N 1.709 -6.438 -4.211
C 1.215 -7.821 -4.046
C 0.827 -7.998 -2.595
O 2.049 -8.216 -1.804
C 2.399 -9.563 -1.597
H 4.510 -2.355 -5.199
H 2.879 -2.545 -4.768
H 3.349 -2.672 -6.499
H 2.653 -4.737 -7.021
H 1.579 -4.286 -5.830
H 3.172 -6.925 -5.516
H 1.490 -6.786 -6.206
H 2.467 -6.205 -3.586
H 2.035 -8.507 -4.260
H 0.394 -8.045 -4.727
H 0.131 -8.819 -2.427
H 0.218 -7.135 -2.328
H 3.220 -9.776 -0.912
H 2.862 -10.026 -2.468
H 1.558 -10.183 -1.286
C 4.282 7.771 4.834
O 5.193 8.759 4.251
C 6.595 8.311 4.109
C 7.165 9.318 3.120
N 8.542 8.966 2.722
C 8.734 7.889 1.700
C 10.208 7.512 1.362
O 10.640 6.527 2.364
C 11.987 6.245 2.293
H 4.359 6.798 4.348
H 3.210 7.964 4.791
H 4.388 7.613 5.908
H 6.639 7.285 3.746
H 7.142 8.317 5.052
H 7.309 10.287 3.599
H 6.567 9.331 2.209
H 8.954 8.522 3.530
H 8.247 8.259 0.798
H 8.208 6.955 1.896
H 10.827 8.407 1.428
H 10.364 7.160 0.343
H 12.124 5.644 3.192
H 12.607 7.121 2.486
H 12.231 5.701 1.381
C 4.721 -6.837 5.890
O 4.028 -6.030 4.899
C 3.216 -5.050 5.632
C 2.257 -4.348 4.610
N 3.046 -3.801 3.524
C 2.234 -3.633 2.304
C 3.179 -3.206 1.194
O 4.276 -4.131 1.123
C 5.180 -3.787 0.106
H 5.114 -7.731 5.405
H 4.007 -7.233 6.612
H 5.522 -6.413 6.495
H 3.751 -4.320 6.238
H 2.621 -5.612 6.352
H 1.694 -3.711 5.291
H 1.709 -5.196 4.200
H 3.165 -2.834 3.789
H 1.563 -2.806 2.535
H 1.737 -4.567 2.042
H 3.498 -2.170 1.307
H 2.711 -3.227 0.210
H 4.691 -3.597 -0.850
H 5.823 -4.661 -0.002
H 5.663 -2.835 0.327
C -8.354 -12.030 -0.231
O -8.449 -10.631 -0.434
C -7.101 -10.113 -0.469
C -7.283 -8.650 -0.873
N -6.041 -7.989 -1.040
C -6.105 -6.537 -1.385
C -6.326 -6.444 -2.909
O -5.368 -7.024 -3.834
C -4.158 -6.275 -3.917
H -7.660 -12.355 0.544
H -8.076 -12.637 -1.092
H -9.367 -12.388 -0.046
H -6.697 -10.627 -1.342
H -6.733 -10.279 0.543
H -7.978 -8.359 -0.086
H -7.792 -8.484 -1.822
H -5.428 -8.543 -1.620
H -5.175 -6.033 -1.122
H -6.826 -5.983 -0.784
H -6.619 -5.407 -3.074
H -7.260 -6.877 -3.266
H -4.297 -5.206 -4.080
H -3.656 -6.585 -4.833
H -3.481 -6.454 -3.082
C -2.264 5.087 0.357
O -2.041 6.321 -0.240
C -2.528 7.452 0.470
C -1.722 7.898 1.704
N -0.327 7.636 1.526
C 0.414 8.489 0.513
C 0.734 9.892 1.024
O -0.427 10.789 0.996
C -0.280 11.801 1.937
H -2.044 4.286 -0.349
H -3.174 4.929 0.935
H -1.382 4.957 0.984
H -3.574 7.271 0.715
H -2.667 8.342 -0.143
H -1.945 7.287 2.578
H -1.941 8.939 1.943
H -0.250 6.649 1.326
H -0.178 8.638 -0.390
H 1.338 7.979 0.239
H 1.635 10.296 0.563
H 0.988 9.812 2.081
H -0.118 11.374 2.927
H -1.247 12.270 2.122
H 0.475 12.563 1.742
C -6.760 -3.677 7.136
C -5.650 -3.043 6.335
C -4.479 -3.992 5.988
O -6.297 -2.618 5.205
H -6.434 -3.924 8.146
H -7.113 -4.644 6.778
H -7.604 -3.016 7.331
H -5.260 -2.219 6.932
H -4.289 -4.563 6.897
H -3.610 -3.397 5.706
H -4.870 -4.717 5.274
H -6.835 -1.835 5.343
C 10.127 3.445 -4.732
C 8.683 3.360 -4.184
C 8.513 3.886 -2.722
O 7.822 4.113 -4.984
H 10.733 2.657 -4.284
H 10.474 4.477 -4.780
H 9.947 3.225 -5.784
H 8.310 2.338 -4.256
H 7.538 3.634 -2.305
H 8.667 4.965 -2.688
H 9.300 3.404 -2.141
H 8.119 5.007 -5.169
*
```

Properties
SMILES string: COCCNCCOC.COCCNCCOC.COCCNCCOC.COCCNCCOC.COCCNCCOC.COCCNCCOC.COCCNCCOC.CC(C)O.CC(C)O
LUMO energy in eV: 0.2
Frontier orbital gap in eV: 8.54
Relative energy (zero: lowest compared OMol25 entry of this formula, charge and spin) in kJ/mol: 718.2

A molecular structure, C3H4MgO3. Source: the OMol25 dataset; level of theory: ωB97M-V with the def2-TZVPD basis set.

```
! wB97M-V def2-TZVPD RIJCOSX def2/J DEFGRID3
* xyz 0 1
C -0.686 1.938 -0.494
O 0.440 1.795 0.056
O 0.863 -1.010 -0.708
O -1.479 0.828 -0.423
C -0.222 -1.298 -0.224
C -1.160 -0.299 0.399
H -0.546 -2.354 -0.241
H -0.692 0.026 1.346
H -2.110 -0.794 0.626
Mg 1.973 0.697 -0.404
H 3.617 0.472 0.068
*
```

Properties
LUMO energy in eV: -0.8
Frontier orbital gap in eV: 7.31
Relative energy (zero: lowest compared OMol25 entry of this formula, charge and spin) in kJ/mol: 165.5

A molecular structure, C18H47BIN13O30S. Source: the OMol25 dataset; level of theory: ωB97M-V with the def2-TZVPD basis set.

```
! wB97M-V def2-TZVPD RIJCOSX def2/J DEFGRID3
* xyz 0 1
O 4.401 -1.787 -0.812
C 3.435 -1.108 -0.647
C 2.013 -1.503 -0.348
C 1.185 -0.432 -1.110
S 0.368 0.639 0.143
C 0.060 -0.910 -2.028
B -1.294 -1.307 -1.273
O -2.367 -0.440 -1.151
O -1.452 -2.575 -0.767
C 2.326 0.437 -1.764
I 1.879 2.514 -1.826
O 3.423 0.262 -0.836
H 1.825 -1.405 0.724
H 1.828 -2.555 -0.582
H 1.268 0.786 1.127
H 0.417 -1.746 -2.648
H -0.168 -0.094 -2.732
H -2.398 -0.071 -0.257
H -0.628 -3.074 -0.753
H 2.684 0.065 -2.728
C 4.221 1.306 3.792
N 2.778 1.593 3.600
O 2.101 0.723 3.076
O 2.351 2.672 3.955
H 4.417 0.315 3.417
H 4.777 2.057 3.241
H 4.432 1.369 4.856
C 0.442 -4.662 3.900
N 1.105 -3.769 2.917
O 1.372 -2.632 3.250
O 1.361 -4.244 1.831
H 0.284 -4.106 4.815
H -0.501 -4.977 3.465
H 1.107 -5.510 4.049
C -4.481 -0.548 -3.630
N -4.614 -0.921 -5.063
O -3.600 -1.084 -5.707
O -5.742 -1.037 -5.504
H -3.430 -0.481 -3.381
H -4.972 0.412 -3.495
H -4.969 -1.322 -3.045
C -1.471 -0.199 3.742
N -2.235 -1.339 3.170
O -3.109 -1.098 2.367
O -1.930 -2.455 3.552
H -1.854 0.722 3.319
H -1.612 -0.220 4.819
H -0.424 -0.340 3.485
C 4.486 -5.647 1.180
N 4.033 -6.370 2.400
O 4.136 -7.575 2.429
O 3.574 -5.684 3.292
H 4.864 -6.375 0.473
H 3.627 -5.111 0.787
H 5.260 -4.950 1.487
C 3.047 -2.505 5.790
N 3.927 -1.767 6.740
O 4.799 -1.049 6.298
O 3.704 -1.940 7.921
H 3.337 -2.260 4.776
H 3.183 -3.563 5.998
H 2.025 -2.199 5.989
C -7.446 0.704 -0.865
N -6.106 1.348 -0.963
O -5.939 2.159 -1.854
O -5.276 1.015 -0.149
H -8.072 1.102 -1.656
H -7.299 -0.366 -0.973
H -7.846 0.939 0.116
C 5.918 5.737 4.828
N 5.889 4.319 4.379
O 5.368 4.071 3.311
O 6.392 3.499 5.119
H 5.436 6.344 4.070
H 5.389 5.787 5.774
H 6.960 6.014 4.956
C -0.125 5.005 2.404
N -1.194 4.084 2.880
O -1.039 2.899 2.677
O -2.144 4.583 3.444
H 0.648 4.411 1.932
H -0.584 5.697 1.704
H 0.255 5.532 3.273
C -2.514 0.909 -7.798
N -1.644 2.079 -8.105
O -1.748 2.598 -9.196
O -0.882 2.439 -7.229
H -3.137 0.702 -8.658
H -1.866 0.069 -7.574
H -3.111 1.172 -6.931
C 8.659 -0.800 3.509
N 7.303 -0.202 3.365
O 7.197 0.810 2.708
O 6.392 -0.777 3.927
H 9.363 -0.185 2.962
H 8.889 -0.823 4.570
H 8.612 -1.807 3.106
C -6.253 -1.956 -8.594
N -5.060 -2.172 -9.455
O -5.036 -3.156 -10.163
O -4.178 -1.340 -9.388
H -6.949 -2.769 -8.766
H -5.917 -1.934 -7.562
H -6.687 -1.001 -8.874
C -6.493 5.173 -4.074
N -7.716 4.571 -4.678
O -8.138 5.058 -5.705
O -8.206 3.628 -4.093
H -6.174 5.999 -4.698
H -6.757 5.510 -3.077
H -5.737 4.395 -4.024
*
```

Properties
LUMO energy in eV: -0.1
Frontier orbital gap in eV: 8.44

A molecular structure, C11H27ClIO4OsP2. Source: the OMol25 dataset; level of theory: ωB97M-V with the def2-TZVPD basis set.

```
! wB97M-V def2-TZVPD RIJCOSX def2/J DEFGRID3
* xyz 3 5
C -2.771 1.242 -0.212
I -0.166 3.991 -0.620
H -3.121 2.086 -0.833
H -2.993 1.520 0.838
H -3.283 0.292 -0.430
Os -0.760 1.289 -0.226
P -0.997 -0.695 -1.585
C -2.066 -2.021 -0.910
C -1.749 -0.237 -3.184
H 1.331 -1.018 -2.144
H 0.316 -2.316 -2.824
H 0.721 -2.321 -1.077
C 0.490 -1.685 -1.943
H -1.103 0.501 -3.676
H -1.838 -1.139 -3.806
H -2.415 -2.670 -1.718
H -2.931 -1.617 -0.383
H -2.742 0.199 -3.013
H -1.480 -2.618 -0.206
C -1.107 0.000 1.078
O -1.421 -0.803 1.873
Cl 0.966 1.427 -2.072
C 4.420 -0.006 0.199
C 2.935 -0.158 0.417
O 2.475 1.201 0.712
P 1.044 1.584 1.289
O 0.820 0.650 2.583
C 1.788 0.568 3.702
C 1.296 -0.593 4.521
O 1.382 3.004 1.871
C 0.602 3.886 2.703
C -0.857 3.557 2.874
H 4.605 0.707 -0.612
H 4.883 -0.961 -0.053
H 4.891 0.377 1.110
H 2.414 -0.534 -0.475
H 2.706 -0.812 1.277
H 2.795 0.387 3.292
H 1.763 1.509 4.266
H 1.197 -1.485 3.892
H 2.001 -0.790 5.332
H 0.309 -0.375 4.947
H 1.123 3.887 3.674
H 0.712 4.878 2.249
H -1.030 2.548 3.257
H -1.267 4.266 3.601
H -1.401 3.706 1.937
*
```

Properties
Expectation value of S²: 6.02
LUMO energy (alpha / beta) in eV: -12.1 / -15.2
Frontier orbital gap (alpha / beta) in eV: 7.69 / 5.25
Relative energy (zero: lowest compared OMol25 entry of this formula, charge and spin) in kJ/mol: 9.8

A molecular structure, C3H5Br2NO2. Source: the OMol25 dataset; level of theory: ωB97M-V with the def2-TZVPD basis set.

```
! wB97M-V def2-TZVPD RIJCOSX def2/J DEFGRID3
* xyz 0 1
C -0.977 1.291 -0.842
C -0.407 -0.099 -0.472
C 0.595 -0.090 0.660
N 0.981 -1.552 0.718
O 1.908 -1.810 0.046
O 0.226 -2.302 1.309
Br 2.124 0.863 0.199
Br -0.201 0.447 2.351
H -1.072 1.780 0.134
H -1.981 1.287 -1.208
H -0.189 1.750 -1.489
H 0.180 -0.732 -1.236
H -1.186 -0.833 -0.170
*
```

Properties
LUMO energy in eV: -0.2
Frontier orbital gap in eV: 10.15
Relative energy (zero: lowest compared OMol25 entry of this formula, charge and spin) in kJ/mol: 298.9